(1)
11
Properties=species:S:1:pos:R:3:forces:R:3 method="wB97M-V/def2-TZVPD" relative_energy_kcal_mol=47.9 spin_multiplicity=1 homo_lumo_gap_ev=6.458 total_charge=-1 lumo_ev=4.8 energy_ha=-193.65464
O 0.18024 -2.32276 1.04210 -1.2 2.0 0.0
H -0.71330 -2.18934 1.42007 0.5 -0.6 -0.1
C 0.88754 0.28724 0.44122 1.1 -2.0 1.5
C 0.07228 0.33012 -0.70720 0.5 0.8 0.3
C -0.83854 1.27065 -0.94692 -3.5 2.9 -0.8
H 1.94563 -0.11017 0.26873 -1.5 0.5 0.6
H 0.28677 -1.13715 0.79122 1.2 -1.6 0.3
H 0.65509 0.84461 1.40523 0.5 -0.2 -1.7
H 0.11528 -0.46845 -1.47935 0.7 0.7 0.4
H -1.23199 1.39508 -1.97317 -0.3 -0.6 0.5
H -1.35900 2.10018 -0.26195 2.0 -1.8 -1.0



(2)
11
Properties=species:S:1:pos:R:3:forces:R:3 method="wB97M-V/def2-TZVPD" relative_energy_kcal_mol=74.0 spin_multiplicity=1 homo_lumo_gap_ev=5.954 total_charge=-1 lumo_ev=4.8 energy_ha=-193.61315
C -1.13180 -0.27764 0.69609 -0.4 2.2 -2.0
H -1.57455 0.53186 1.30266 0.0 -0.5 0.1
H -0.79370 -1.17117 1.25203 0.7 0.8 -0.2
C 1.24494 0.22926 -0.03286 -0.2 -1.3 2.7
C -0.15435 0.39536 -0.54571 -2.8 -2.7 3.2
O -0.47119 -0.54545 -1.57552 -1.1 -1.2 0.7
H 1.59753 1.15055 0.45086 0.1 -0.1 -0.2
H 0.93347 -0.50537 0.94082 2.2 1.5 -2.8
H 1.96905 -0.11411 -0.78660 0.0 -0.1 0.3
H -0.45144 1.44191 -0.74365 0.0 -0.4 -0.2
H -1.16796 -1.13520 -0.95811 1.5 2.0 -1.7



(3)
12
Properties=species:S:1:pos:R:3:forces:R:3 method="wB97M-V/def2-TZVPD" relative_energy_kcal_mol=43.9 smiles=CO[C@H](C)[O-] spin_multiplicity=1 homo_lumo_gap_ev=7.188 total_charge=-1 lumo_ev=4.6 energy_ha=-268.97001
C -1.80605 -0.33689 0.31658 0.6 0.8 0.7
O -0.81486 0.06212 -0.57894 -0.1 0.0 -0.3
H -2.70312 -0.59164 -0.22743 -0.2 -0.4 -0.3
H -1.41094 -1.12116 0.96940 -0.3 -0.2 -0.1
H -2.07989 0.49260 1.00063 0.0 0.0 0.0
O 0.71173 -0.39230 1.18956 0.0 -0.4 -0.4
C 0.49341 0.33737 0.13107 0.2 0.4 0.7
C 1.51010 0.18736 -1.01442 -0.1 -1.0 0.0
H 0.42251 1.42598 0.42648 -0.2 0.1 -0.4
H 1.57308 1.00722 -1.72319 0.0 0.4 0.0
H 1.24002 -0.71440 -1.57879 -0.1 0.1 0.0
H 2.47129 -0.03893 -0.56283 0.3 0.3 0.1



(4)
12
Properties=species:S:1:pos:R:3:forces:R:3 method="wB97M-V/def2-TZVPD" relative_energy_kcal_mol=41.9 smiles=CO[C@H](C)[O-] spin_multiplicity=1 homo_lumo_gap_ev=7.343 total_charge=-1 lumo_ev=4.6 energy_ha=-268.97317
C -1.53611 -1.01858 0.23415 -0.3 0.2 -0.6
O -0.71018 0.05019 0.53709 0.1 0.1 0.3
H -1.18909 -1.96064 0.68490 0.1 -0.2 0.0
H -2.55550 -0.83633 0.58995 0.0 0.1 0.2
H -1.59896 -1.12019 -0.86475 0.0 -0.2 0.2
O 0.05212 0.39263 -1.67695 0.1 -0.1 -0.3
C 0.44447 0.12321 -0.48374 -0.1 0.2 0.3
C 1.36601 1.14044 0.19890 0.4 -0.3 0.3
H 0.92012 -0.88753 -0.31815 0.0 -0.1 -0.1
H 1.41650 0.91725 1.27071 0.0 0.1 0.0
H 1.01615 2.15670 0.04418 -0.2 0.1 -0.1
H 2.37447 1.04285 -0.21629 -0.1 0.1 -0.1



(5)
13
Properties=species:S:1:pos:R:3:forces:R:3 method="wB97M-V/def2-TZVPD" relative_energy_kcal_mol=70.0 spin_multiplicity=1 homo_lumo_gap_ev=8.940 total_charge=0 lumo_ev=0.6 energy_ha=-610.24652
C -0.70710 -1.22638 0.25986 -2.0 -3.1 1.6
C 0.50412 0.40934 -0.68195 -1.0 1.5 -2.2
C 1.45577 0.88235 0.38729 1.1 -2.3 1.4
O 0.03900 -0.82119 -0.81954 1.1 0.6 -0.5
O -1.31252 1.21843 -0.09393 3.0 1.1 -0.3
P -2.14239 -0.02240 0.30986 -0.5 -0.5 0.2
H -1.14832 -2.30797 0.16160 1.2 1.9 -0.3
H -0.09326 -1.21498 1.16630 -0.4 0.1 0.1
H 0.71373 0.77776 -1.74271 -0.4 0.0 1.7
H 1.29253 1.88742 0.86527 0.1 -1.1 -1.0
H 2.50341 0.68000 -0.02643 -1.2 1.1 0.2
H 1.50579 0.07428 1.20679 -0.6 1.4 -0.8
H -2.61077 -0.33665 -0.99241 -0.2 -0.8 -0.1



(6)
13
Properties=species:S:1:pos:R:3:forces:R:3 method="wB97M-V/def2-TZVPD" relative_energy_kcal_mol=0.0 spin_multiplicity=1 homo_lumo_gap_ev=7.277 total_charge=-1 lumo_ev=4.1 energy_ha=-667.24328
C -1.97244 -0.34817 -2.24273 0.0 0.2 0.4
S -0.83518 0.53448 -1.11616 0.0 0.2 -0.2
H -1.64060 -0.23892 -3.27295 0.0 -0.1 -0.1
H -2.05002 -1.40374 -1.99114 0.1 -0.1 -0.1
H -2.97209 0.07764 -2.15760 -0.1 0.0 -0.1
O 1.37652 -0.79829 2.98308 0.2 -0.1 0.3
C 1.08736 -0.42753 1.86703 0.0 0.1 -0.4
O 0.30682 -1.13315 1.08238 -0.5 -0.4 0.0
C 1.61351 0.84931 1.25377 0.0 0.3 0.5
H -0.12619 -0.60625 0.29677 0.3 0.0 0.0
H 0.78040 1.42701 0.86669 -0.1 0.1 -0.2
H 2.28334 0.63825 0.42900 0.0 -0.2 -0.2
H 2.14858 1.42936 2.00186 0.0 0.0 0.1